(1)
DFT (wB97M-V/def2-TZVPD) results for a structure of composition C65H54N3O6P2Pd at a distorted geometry.

```
131
Properties=species:S:1:pos:R:3:mulliken_charge:R:1
C 5.57686 -5.50318 2.47921 -0.350
C 4.91030 -4.53653 3.25329 -0.725
C 3.52025 -4.44553 3.19137 -0.123
C 2.78108 -5.34837 2.41460 0.478
N 1.39837 -5.28532 2.41955 0.757
C 0.62181 -4.21441 2.64799 -0.739
N -0.63970 -4.70291 2.45914 0.337
C -1.81357 -3.93937 2.28651 0.023
C -1.87604 -2.72992 2.93855 -0.173
C -3.00940 -1.91947 2.79617 -0.571
C -4.05773 -2.33834 1.96005 -0.509
C -3.97434 -3.55553 1.27417 -0.872
C -2.83364 -4.35599 1.43531 -0.022
C -0.58211 -6.11752 2.40619 -0.229
C -1.70034 -7.00850 2.66036 0.404
C -1.60725 -8.31400 2.13811 -0.507
C -2.65564 -9.21307 2.29120 -0.584
C -3.79943 -8.84722 3.01275 -0.371
C -3.88233 -7.57732 3.59713 -0.713
C -2.83390 -6.68080 3.45108 -0.027
N 0.67610 -6.46435 2.26559 -0.747
C 3.44663 -6.34593 1.68567 -0.458
C 4.84451 -6.40084 1.68860 -0.560
H 6.66998 -5.54796 2.48708 0.363
H 5.48484 -3.85639 3.89303 0.360
H 2.93866 -3.72199 3.76068 0.394
H -1.02971 -2.44800 3.56517 0.495
H -3.08182 -0.96826 3.34301 0.383
H -4.95176 -1.70954 1.84960 0.428
H -4.79599 -3.88992 0.62767 0.455
H -2.75259 -5.29899 0.90805 0.612
H -0.70256 -8.56269 1.59260 0.463
H -2.58884 -10.20487 1.83964 0.375
H -4.62867 -9.54520 3.11545 0.383
H -4.77858 -7.28895 4.15184 0.392
H -2.89020 -5.70332 3.92597 0.475
H 2.86193 -7.04332 1.09670 0.415
H 5.36906 -7.13284 1.06075 0.350
C 1.45409 5.77314 -3.50725 -0.738
C 0.55898 5.16685 -4.38557 -0.710
C -0.59517 4.57030 -3.88108 -0.107
C -0.79756 4.56918 -2.51322 -0.309
O -1.91021 3.79971 -2.06270 -0.392
P -1.87713 2.16972 -2.27293 0.971
O -3.36942 1.64427 -1.92561 -0.350
C -4.43512 2.40245 -1.43486 0.514
C -5.59695 2.27382 -2.17362 -0.574
C -6.58307 3.22655 -1.95006 -0.463
C -6.36517 4.18757 -0.95829 -0.687
C -5.21480 4.23053 -0.16632 -0.647
C -4.21969 3.27930 -0.38542 -0.201
O -1.88169 1.95146 -3.91648 -0.069
C -2.64678 1.00891 -4.63492 0.440
C -2.97790 1.31188 -5.94971 -0.591
C -3.85848 0.45453 -6.61783 -0.524
C -4.37145 -0.66303 -5.95760 -0.665
C -3.98887 -0.97585 -4.65264 -1.152
C -3.07269 -0.14279 -4.00389 0.259
Pd -0.49402 1.14769 -0.77526 -0.226
P 1.05018 2.40797 0.41464 0.661
O 2.15986 3.39531 -0.30630 0.055
C 3.04898 4.28269 0.35943 0.394
C 4.34167 4.43859 -0.11559 -0.350
C 5.18835 5.33255 0.56491 -0.653
C 4.73238 6.02988 1.68151 -0.663
C 3.42409 5.87877 2.12539 -0.781
C 2.56688 5.03751 1.41107 0.108
O 0.30392 3.29534 1.58486 0.167
C 0.25075 2.99231 2.96548 0.498
C 0.46629 4.03238 3.86508 -0.594
C 0.65261 3.70859 5.20858 -0.737
C 0.57540 2.37710 5.61052 -0.715
C 0.29292 1.35401 4.69691 -0.688
C 0.08207 1.68328 3.36010 0.188
O 2.01582 1.44972 1.31321 0.261
C 3.41579 1.31530 1.20560 0.224
C 4.09661 1.56830 2.38117 -0.506
C 5.48569 1.64209 2.30784 -0.747
C 6.10680 1.38072 1.08927 -0.663
C 5.39789 1.03487 -0.06054 -0.760
C 4.00583 0.97588 0.00296 0.555
C 0.76135 -0.39118 -1.62313 -0.454
C 0.90214 -0.33168 -3.08624 -0.117
C 1.91495 0.43579 -3.68553 0.335
C 2.16627 0.32605 -5.04992 -0.930
C 1.36139 -0.49617 -5.84848 -0.522
C 0.28410 -1.17984 -5.27422 -0.803
C 0.06681 -1.10455 -3.90286 -0.264
C -0.31532 -1.02063 -0.92847 -0.268
C -0.38231 -0.78409 0.45078 -0.362
C 0.09504 5.13519 -1.61839 0.133
C 1.23743 5.75817 -2.12885 -0.603
H 2.32216 6.28926 -3.89887 0.439
H 0.70253 5.13488 -5.46781 0.439
H -1.29550 4.03201 -4.51464 0.482
H -5.60164 1.49140 -2.93596 0.411
H -7.48025 3.16868 -2.56362 0.410
H -7.14497 4.91209 -0.77343 0.381
H -5.03609 4.97017 0.61721 0.417
H -3.28350 3.22948 0.18622 0.416
H -2.54442 2.21188 -6.39318 0.392
H -4.12588 0.68038 -7.65337 0.412
H -5.06905 -1.31327 -6.47665 0.426
H -4.38144 -1.83513 -4.09744 0.467
H -2.72734 -0.39077 -2.99301 0.415
H 4.63061 3.87110 -1.00617 0.415
H 6.20720 5.44859 0.19131 0.419
H 5.40520 6.70495 2.20474 0.399
H 3.00087 6.36779 3.00174 0.439
H 1.52626 4.98576 1.71354 0.282
H 0.53399 5.05390 3.48880 0.590
H 0.86651 4.51708 5.91176 0.411
H 0.71640 2.13125 6.65530 0.418
H 0.24649 0.29873 4.97957 0.475
H -0.16005 0.91504 2.60815 0.169
H 3.48349 1.74783 3.26465 0.474
H 6.02286 1.92057 3.20949 0.471
H 7.18620 1.43225 1.03674 0.429
H 5.87922 0.84896 -1.02265 0.444
H 3.38676 0.72469 -0.86980 -0.087
H 1.64592 -0.17786 -1.01607 0.865
H 2.52527 1.07943 -3.05248 0.311
H 3.00428 0.87069 -5.48919 0.443
H 1.57200 -0.60862 -6.91224 0.413
H -0.38554 -1.78930 -5.88363 0.407
H -0.73379 -1.67293 -3.43784 0.396
H -1.10692 -1.53703 -1.46913 0.581
H 0.54206 -0.62962 1.00228 0.312
H -1.28796 -0.98378 1.01714 -0.287
H -0.10978 5.06360 -0.53790 0.503
H 1.92413 6.25613 -1.43883 0.560
```

The charge is +1. The value obtained for the HOMO-LUMO gap is 5.81 eV. As for the highest occupied orbital energy: -10.0 eV.



(2)
DFT (wB97M-V/def2-TZVPD) results for a structure of composition C65H58AsCdN8O2S3.

```
138
Properties=species:S:1:pos:R:3:mulliken_charge:R:1
Cd 0.42345 -0.65060 -0.23787 5.477
C 4.05829 -3.90180 0.38868 -1.401
C 3.06901 -3.02862 -0.08635 -0.252
N 2.46114 -2.14073 0.66838 0.468
C 2.76675 -2.07544 1.98198 -1.627
C 3.74206 -2.93887 2.56341 1.819
C 4.39554 -3.85058 1.70922 -1.100
C 4.00806 -2.90194 3.94423 -1.042
C 3.26664 -2.06326 4.73538 -1.123
C 2.30167 -1.21980 4.19331 -0.487
C 2.04108 -1.14056 2.81333 -0.882
N 1.09354 -0.34609 2.25889 2.392
C 0.56097 0.65217 3.05473 -1.015
C 1.32860 1.41754 3.92984 0.187
C 0.76410 2.31864 4.83318 -1.194
C -0.58926 2.51320 4.89996 -1.053
C -1.41899 1.84211 3.98712 1.547
C -2.81472 2.04878 3.93439 -1.610
C -3.56727 1.37707 3.01510 -1.187
C -2.91605 0.48637 2.14779 -0.282
N -1.62585 0.26589 2.16348 1.251
C -0.85592 0.92377 3.05103 -0.812
H 4.52214 -4.60068 -0.29460 0.446
H 2.75942 -3.07376 -1.12177 0.640
H 5.13587 -4.52308 2.12838 0.391
H 4.77479 -3.54539 4.35895 0.374
H 3.43039 -2.05199 5.80761 0.375
H 1.70963 -0.62366 4.87052 0.482
H 2.40326 1.29827 3.91426 0.743
H 1.41761 2.86750 5.50138 0.354
H -1.02603 3.18987 5.62539 0.379
H -3.26999 2.75593 4.61948 0.359
H -4.63690 1.52420 2.93768 0.537
H -3.47671 -0.07242 1.41195 0.448
C -1.36463 -0.12960 -4.73724 -1.255
C -2.40858 -0.70180 -3.81703 1.525
C -3.29087 -1.65732 -4.30505 -0.837
C -4.39134 -2.07003 -3.57339 -1.069
C -4.66204 -1.45982 -2.36192 -0.265
C -3.77230 -0.54210 -1.81514 0.079
C -4.14947 0.16600 -0.53806 -0.652
C -2.58854 -0.23973 -2.50093 -0.632
N -1.59123 0.51528 -1.84707 0.391
C -1.46163 1.75889 -2.05770 0.958
C -2.32114 2.50975 -3.02875 -2.077
C -0.50790 2.56014 -1.22079 0.395
C -0.38421 4.01978 -1.54993 -2.640
N 0.06296 2.03352 -0.21284 1.974
C 0.67760 2.90672 0.71365 -1.477
C -0.13716 3.76414 1.47385 1.470
C -1.63361 3.79827 1.30777 -1.538
C 0.45210 4.62682 2.38871 -0.708
C 1.82221 4.66594 2.55802 -1.094
C 2.61895 3.81122 1.81765 -0.664
C 2.07026 2.92768 0.89944 1.184
C 2.97389 2.03375 0.10661 -0.877
H -1.76997 -0.08616 -5.74979 0.416
H -0.46971 -0.74800 -4.76208 0.305
H -1.05644 0.86955 -4.43665 -0.124
H -3.12157 -2.05639 -5.29798 0.410
H -5.06328 -2.81762 -3.97542 0.409
H -5.58558 -1.68248 -1.83798 0.327
H -4.94294 0.89265 -0.73162 0.373
H -3.30419 0.69611 -0.10383 -0.324
H -4.53097 -0.54569 0.19672 0.098
H -2.98417 1.82247 -3.54969 0.414
H -1.70535 3.02797 -3.76038 0.349
H -2.92441 3.25268 -2.50160 0.476
H -0.11265 4.11932 -2.59085 0.573
H 0.38078 4.48843 -0.93477 0.452
H -1.33586 4.53472 -1.40214 0.433
H -2.01954 2.85672 0.91827 -0.206
H -1.92300 4.59474 0.61686 0.438
H -2.11168 3.99424 2.26616 0.585
H -0.18576 5.27926 2.97373 0.388
H 2.26601 5.34278 3.27772 0.366
H 3.69401 3.82259 1.95578 0.409
H 4.01738 2.23669 0.34596 0.653
H 2.81981 2.16933 -0.96221 -0.099
H 2.76051 0.98485 0.32886 -0.353
S 0.45066 -2.61636 -1.90588 -0.631
C -0.85061 -3.77029 -1.76196 1.354
C -1.07549 -4.62343 -2.85312 -0.763
C -2.03199 -5.61698 -2.79757 -0.696
C -2.78194 -5.79943 -1.64260 -1.016
C -2.56908 -4.96356 -0.56020 -0.419
C -1.62363 -3.93951 -0.60390 -1.639
As -1.37912 -2.69861 0.88417 1.072
C -3.16920 -2.99068 1.66956 0.431
C -3.44304 -3.38196 2.97239 -0.768
C -4.75188 -3.43135 3.43936 -0.645
C -5.80645 -3.09064 2.60886 -0.973
C -5.54892 -2.71791 1.29442 -0.052
C -4.24454 -2.66747 0.83665 -0.749
C -0.33305 -3.86095 2.04409 0.607
C -0.18326 -3.52064 3.38739 0.164
C 0.55938 -4.31960 4.24161 -1.026
C 1.19235 -5.45292 3.75418 -0.762
C 1.08285 -5.77784 2.41026 -0.785
C 0.32162 -4.98876 1.56085 -0.800
H -0.47371 -4.49033 -3.74365 0.470
H -2.19730 -6.25811 -3.65590 0.335
H -3.52566 -6.58436 -1.58114 0.393
H -3.13622 -5.11829 0.34924 0.535
H -2.63360 -3.67008 3.63102 0.452
H -4.94885 -3.73999 4.45872 0.397
H -6.82462 -3.11592 2.97693 0.355
H -6.36676 -2.46811 0.62841 0.445
H -4.04151 -2.38982 -0.19427 0.397
H -0.63788 -2.60589 3.75417 0.376
H 0.65954 -4.05104 5.28503 0.383
H 1.78329 -6.07177 4.41826 0.374
H 1.58728 -6.65445 2.02204 0.414
H 0.24217 -5.24732 0.51117 0.413
N 5.20656 7.09799 -2.59540 -0.601
C 4.45904 6.08612 -3.19328 1.120
C 4.99405 4.80626 -3.35049 -0.825
C 4.26550 3.80801 -3.97163 -0.258
C 2.98542 4.07240 -4.43734 -0.345
C 2.45685 5.34821 -4.31629 -0.240
C 3.18958 6.35153 -3.70783 -0.797
S 1.95942 2.76680 -5.11754 1.055
O 0.76215 3.44191 -5.57679 -0.751
O 2.73802 2.07395 -6.11699 -0.751
N 1.54952 1.87315 -3.85447 0.021
C 2.31085 0.84772 -3.44375 -0.193
S 3.71607 0.24804 -4.38288 -0.254
C 4.07834 -0.85080 -3.10072 -0.393
C 3.16912 -0.73168 -2.12220 -1.074
N 2.16014 0.19061 -2.30535 0.358
H 5.93594 6.78782 -1.97552 0.214
H 4.67187 7.86341 -2.22044 0.213
H 5.98830 4.59594 -2.97363 0.291
H 4.68874 2.82027 -4.09214 0.373
H 1.47029 5.54381 -4.71429 0.501
H 2.77368 7.34817 -3.61403 0.285
H 4.93256 -1.50401 -3.15804 0.466
H 3.19617 -1.26955 -1.18899 0.386
```

The charge is -1. The energy relative to the best compared isomer or geometry (same formula, charge and spin) comes out at 13.53 kcal/mol. The value obtained for the HOMO-LUMO gap is 6.30 eV. As for the highest occupied orbital energy: -4.2 eV.